{
  "formula": "C4H5N2O3",
  "method": "the ωB97M-V functional and the def2-TZVPD basis",
  "symbols": ["C", "O", "N", "C", "O", "C", "C", "N", "O", "H", "H", "H", "H", "H"],
  "xyz": [[1.74, 1.20, -0.96], [0.45, 0.86, -1.28], [-0.06, -0.04, -0.24], [-0.31, -1.40, -0.37], [0.18, -2.10, -1.27], [-1.32, -1.60, 0.65], [-1.51, -0.41, 1.35], [-0.83, 0.51, 0.75], [-0.64, 1.76, 1.07], [2.48, 0.46, -0.53], [1.75, 1.95, -0.05], [2.11, 1.64, -1.93], [-1.81, -2.58, 0.76], [-2.24, -0.23, 2.04]],
  "nbo_charge": [-0.255, -0.337, -0.033, 0.537, -0.736, -0.528, -0.054, 0.161, -0.697, 0.178, 0.185, 0.175, 0.205, 0.198],
  "de_lowest_kcal_mol": 110.5,
  "homo_lumo_gap_ev": 6.4,
  "charge": -1,
  "e_homo_ha": -0.08601,
  "energy_ha": -490.51895
}

{
  "formula": "CH3N5",
  "method": "the ωB97M-V functional and the def2-TZVPD basis",
  "symbols": ["H", "N", "C", "N", "N", "N", "N", "H", "H"],
  "xyz": [[-1.43, 0.94, 1.56], [-1.13, 1.54, 0.72], [-0.47, 0.77, 0.04], [0.10, 0.95, -1.20], [0.76, -0.07, -1.49], [0.70, -1.06, -0.59], [0.00, -0.53, 0.51], [0.81, -1.97, -0.93], [0.67, -0.58, 1.38]],
  "nbo_charge": [0.343, -0.624, 0.463, -0.251, 0.050, -0.285, -0.511, 0.412, 0.405],
  "de_lowest_kcal_mol": 52.2,
  "homo_lumo_gap_ev": 9.6,
  "e_homo_ha": -0.34121,
  "energy_ha": -313.57584
}

{
  "formula": "C42H34N8O4Tc",
  "method": "the ωB97M-V functional and the def2-TZVPD basis",
  "symbols": ["Tc", "O", "C", "N", "C", "C", "C", "C", "C", "C", "N", "C", "O", "C", "C", "C", "C", "C", "N", "C", "C", "C", "C", "C", "N", "H", "H", "H", "H", "H", "H", "H", "H", "H", "H", "H", "H", "N", "C", "C", "C", "C", "C", "N", "C", "C", "C", "C", "C", "N", "H", "H", "H", "H", "H", "H", "H", "H", "H", "C", "O", "C", "C", "C", "C", "C", "C", "N", "C", "C", "C", "C", "C", "C", "C", "O", "H", "H", "H", "H", "H", "H", "H", "H", "H", "H", "H", "H", "H"],
  "xyz": [[0.23, -1.25, 1.45], [-1.54, 2.30, 1.04], [-1.41, 1.12, 1.12], [-0.65, 0.42, 2.12], [-1.38, 0.33, 3.33], [-2.13, 1.35, 3.89], [-2.80, 1.10, 5.08], [-2.72, -0.15, 5.69], [-1.98, -1.18, 5.13], [-1.31, -0.93, 3.93], [-0.48, -1.83, 3.23], [0.37, -2.64, 4.00], [0.03, -3.35, 4.91], [1.81, -2.46, 3.62], [2.83, -3.03, 4.34], [4.13, -2.70, 4.03], [4.36, -1.80, 3.00], [3.29, -1.28, 2.30], [2.03, -1.60, 2.60], [-2.08, 0.13, 0.22], [-3.21, 0.43, -0.50], [-3.81, -0.58, -1.24], [-3.23, -1.83, -1.26], [-2.09, -2.06, -0.51], [-1.53, -1.10, 0.24], [-2.18, 2.32, 3.42], [-3.38, 1.89, 5.54], [-3.25, -0.32, 6.62], [-1.93, -2.15, 5.59], [2.57, -3.71, 5.15], [4.96, -3.12, 4.58], [5.37, -1.49, 2.74], [3.44, -0.57, 1.49], [-3.61, 1.44, -0.45], [-4.71, -0.38, -1.81], [-3.66, -2.64, -1.83], [-1.61, -3.03, -0.51], [2.05, -2.44, -1.10], [1.40, -3.45, -0.42], [1.57, -4.75, -0.92], [0.94, -5.80, -0.31], [0.13, -5.56, 0.80], [0.01, -4.27, 1.24], [0.64, -3.21, 0.65], [2.19, -1.07, -0.95], [3.10, -0.44, -1.79], [3.30, 0.92, -1.68], [2.58, 1.64, -0.74], [1.68, 0.96, 0.04], [1.48, -0.38, -0.05], [2.61, -2.79, -1.87], [2.20, -4.91, -1.79], [1.07, -6.81, -0.68], [-0.39, -6.35, 1.32], [-0.62, -4.02, 2.08], [3.65, -1.02, -2.52], [4.01, 1.42, -2.33], [2.67, 2.71, -0.64], [1.07, 1.48, 0.76], [-0.34, 6.24, 0.11], [-0.72, 5.19, -0.79], [0.22, 4.70, -1.62], [1.55, 5.11, -1.66], [2.40, 4.58, -2.62], [1.95, 3.64, -3.53], [0.63, 3.21, -3.48], [-0.23, 3.74, -2.53], [-1.63, 3.51, -2.53], [-2.36, 2.55, -3.06], [-2.04, 1.24, -3.44], [-2.94, 0.59, -4.34], [-2.70, -0.67, -4.79], [-1.53, -1.35, -4.35], [-0.69, -0.80, -3.43], [-0.94, 0.51, -2.86], [-0.27, 0.94, -1.89], [0.01, 7.11, -0.44], [0.43, 5.89, 0.80], [-1.24, 6.49, 0.66], [1.91, 5.87, -0.98], [3.43, 4.93, -2.67], [2.61, 3.25, -4.30], [0.25, 2.51, -4.21], [-2.14, 4.31, -2.18], [-3.39, 2.86, -3.22], [-3.80, 1.14, -4.70], [-3.37, -1.14, -5.50], [-1.32, -2.33, -4.74], [0.19, -1.33, -3.09]],
  "lowdin_spin": [1.462, 0.015, 0.019, 0.119, 0.012, 0.011, 0.007, 0.014, 0.005, 0.015, 0.095, 0.022, 0.040, 0.010, 0.000, 0.010, -0.001, 0.009, -0.003, 0.013, 0.001, 0.013, 0.005, 0.011, 0.003, 0.001, 0.000, 0.001, 0.000, 0.000, 0.001, 0.000, 0.000, 0.000, 0.001, 0.000, 0.000, 0.006, 0.009, 0.001, 0.006, 0.002, 0.008, 0.022, 0.009, 0.000, 0.007, 0.002, 0.009, 0.020, 0.000, 0.000, 0.000, 0.000, 0.001, 0.000, 0.000, 0.000, 0.001, 0.000, 0.014, 0.023, -0.002, 0.028, 0.006, 0.018, 0.008, 0.104, -0.011, 0.145, 0.005, 0.197, -0.031, 0.143, 0.034, 0.295, 0.000, 0.000, 0.000, -0.001, 0.001, 0.000, 0.001, 0.001, 0.000, -0.003, 0.009, -0.005, 0.006],
  "de_lowest_kcal_mol": 39.7,
  "s_squared": 3.84,
  "homo_lumo_gap_ev": [4.5, 2.8],
  "charge": 2,
  "e_homo_ha": [-0.40811, -0.42352],
  "energy_ha": -2440.26405,
  "multiplicity": 4
}

{
  "formula": "C42H116O36S16",
  "method": "the ωB97M-V functional and the def2-TZVPD basis",
  "symbols": ["O", "S", "O", "O", "C", "C", "C", "H", "H", "H", "H", "H", "H", "H", "H", "O", "S", "O", "O", "C", "C", "C", "H", "H", "H", "H", "H", "H", "H", "H", "O", "S", "O", "O", "C", "C", "C", "H", "H", "H", "H", "H", "H", "H", "H", "O", "S", "O", "O", "C", "C", "C", "H", "H", "H", "H", "H", "H", "H", "H", "O", "S", "O", "O", "C", "C", "C", "H", "H", "H", "H", "H", "H", "H", "H", "O", "S", "O", "O", "C", "C", "C", "H", "H", "H", "H", "H", "H", "H", "H", "O", "S", "O", "O", "C", "C", "C", "H", "H", "H", "H", "H", "H", "H", "H", "O", "S", "O", "O", "C", "C", "C", "H", "H", "H", "H", "H", "H", "H", "H", "O", "S", "O", "O", "C", "C", "C", "H", "H", "H", "H", "H", "H", "H", "H", "O", "S", "O", "O", "C", "C", "C", "H", "H", "H", "H", "H", "H", "H", "H", "C", "S", "O", "C", "H", "H", "H", "H", "H", "H", "C", "S", "O", "C", "H", "H", "H", "H", "H", "H", "C", "S", "O", "C", "H", "H", "H", "H", "H", "H", "C", "S", "O", "C", "H", "H", "H", "H", "H", "H", "C", "S", "O", "C", "H", "H", "H", "H", "H", "H", "C", "S", "O", "C", "H", "H", "H", "H", "H", "H"],
  "xyz": [[0.12, -25.14, -16.69], [1.39, -25.79, -16.91], [2.38, -24.97, -17.49], [1.86, -26.52, -15.61], [1.79, -25.84, -14.32], [1.52, -26.82, -13.19], [1.34, -27.24, -17.83], [0.99, -25.11, -14.34], [2.71, -25.30, -14.16], [2.31, -27.57, -13.18], [0.52, -27.32, -13.26], [1.62, -26.28, -12.25], [1.24, -26.89, -18.85], [0.48, -27.87, -17.52], [2.19, -27.87, -17.72], [1.19, -27.47, -5.86], [2.27, -27.58, -6.85], [3.39, -26.66, -7.02], [3.00, -28.97, -6.57], [2.09, -30.19, -6.47], [1.83, -30.41, -5.02], [1.49, -27.73, -8.39], [2.71, -30.94, -6.92], [1.27, -30.02, -7.16], [1.41, -31.37, -4.90], [1.18, -29.69, -4.51], [2.84, -30.43, -4.60], [2.16, -28.37, -9.00], [1.41, -26.77, -8.89], [0.49, -28.18, -8.32], [-2.53, -27.06, -15.13], [-2.89, -26.19, -14.06], [-3.81, -26.36, -12.99], [-1.45, -25.75, -13.43], [-1.51, -25.00, -12.15], [-1.35, -26.12, -11.06], [-3.40, -24.78, -14.97], [-2.49, -24.48, -12.07], [-0.71, -24.25, -12.21], [-2.29, -26.64, -11.04], [-1.07, -25.73, -10.09], [-0.60, -26.88, -11.30], [-4.22, -25.10, -15.61], [-2.59, -24.38, -15.63], [-3.78, -23.99, -14.34], [6.32, -26.74, -4.86], [5.73, -27.87, -4.14], [5.48, -29.09, -4.88], [6.52, -28.20, -2.84], [7.85, -28.91, -3.08], [7.93, -29.98, -2.09], [4.31, -27.28, -3.25], [8.64, -28.18, -2.96], [7.80, -29.32, -4.11], [7.24, -30.79, -2.32], [7.52, -29.66, -1.13], [8.98, -30.33, -1.98], [3.48, -27.26, -3.92], [4.49, -26.27, -2.83], [4.14, -28.11, -2.58], [-4.16, -25.71, -0.93], [-2.80, -25.84, -0.58], [-2.51, -26.45, 0.68], [-2.10, -26.59, -1.76], [-0.76, -27.25, -1.59], [-0.51, -28.02, -2.87], [-1.96, -24.27, -0.70], [-0.89, -27.86, -0.70], [0.01, -26.48, -1.38], [-0.50, -27.51, -3.85], [-1.14, -28.89, -2.91], [0.54, -28.42, -2.81], [-2.30, -23.70, 0.18], [-2.37, -23.82, -1.59], [-0.89, -24.44, -0.74], [0.28, -24.33, -8.16], [0.91, -23.73, -9.30], [1.59, -24.62, -10.23], [-0.13, -22.91, -10.08], [-1.24, -22.24, -9.28], [-1.96, -21.33, -10.18], [1.96, -22.39, -8.81], [-0.80, -21.69, -8.45], [-1.83, -23.07, -8.95], [-2.85, -21.02, -9.60], [-2.32, -21.90, -11.08], [-1.35, -20.45, -10.42], [2.85, -22.83, -8.37], [1.40, -21.86, -8.03], [2.18, -21.81, -9.69], [4.75, -21.20, -8.16], [5.30, -22.03, -7.11], [4.54, -22.32, -5.97], [5.69, -23.38, -7.77], [6.07, -24.52, -7.00], [7.16, -25.24, -7.70], [6.77, -21.21, -6.46], [5.21, -25.13, -6.96], [6.28, -24.27, -5.97], [6.75, -25.60, -8.65], [7.29, -26.14, -7.07], [8.10, -24.72, -7.91], [7.43, -20.97, -7.32], [7.28, -21.82, -5.72], [6.33, -20.31, -6.06], [4.53, -30.33, 0.26], [3.79, -30.73, -0.88], [4.25, -30.44, -2.20], [3.68, -32.33, -0.71], [3.31, -33.14, -1.89], [3.05, -34.61, -1.54], [2.06, -30.34, -0.86], [4.03, -32.98, -2.68], [2.37, -32.79, -2.28], [2.33, -35.05, -2.23], [2.65, -34.73, -0.55], [3.94, -35.25, -1.59], [1.57, -30.72, -1.77], [1.98, -29.26, -0.78], [1.57, -30.85, -0.03], [-3.88, -22.95, -4.78], [-4.00, -23.73, -5.99], [-3.55, -23.14, -7.19], [-3.43, -25.10, -5.70], [-3.02, -26.01, -6.83], [-1.68, -26.57, -6.57], [-5.72, -24.16, -6.29], [-3.03, -25.45, -7.79], [-3.71, -26.85, -6.80], [-0.91, -25.80, -6.50], [-1.41, -27.25, -7.37], [-1.75, -27.16, -5.66], [-6.14, -23.16, -6.55], [-6.16, -24.46, -5.38], [-5.87, -24.74, -7.21], [-0.29, -32.50, -1.96], [-0.76, -33.36, -2.98], [-1.63, -32.92, -4.03], [0.51, -34.07, -3.61], [0.31, -34.90, -4.81], [0.99, -34.35, -6.04], [-1.65, -34.67, -2.16], [-0.78, -34.97, -5.01], [0.64, -35.88, -4.47], [0.46, -33.48, -6.39], [0.98, -35.08, -6.86], [2.06, -34.16, -5.87], [-1.21, -34.87, -1.19], [-1.70, -35.60, -2.76], [-2.65, -34.27, -2.18], [5.42, -23.35, -11.51], [4.44, -24.65, -12.04], [4.87, -25.06, -13.40], [4.79, -25.86, -10.94], [5.15, -22.53, -12.12], [6.47, -23.60, -11.72], [5.21, -23.20, -10.48], [4.66, -25.49, -9.92], [5.76, -26.26, -11.16], [4.10, -26.71, -11.08], [2.05, -31.42, -11.69], [3.45, -31.19, -10.57], [2.75, -30.74, -9.30], [3.94, -32.89, -10.35], [1.34, -32.06, -11.18], [2.45, -31.86, -12.61], [1.59, -30.43, -11.86], [3.05, -33.50, -10.08], [4.61, -32.83, -9.48], [4.39, -33.27, -11.30], [5.60, -29.13, -8.23], [7.27, -29.13, -8.82], [7.59, -27.74, -9.25], [7.99, -29.28, -7.22], [5.41, -29.78, -7.35], [5.01, -29.53, -9.02], [5.29, -28.05, -8.04], [9.07, -29.01, -7.24], [7.82, -30.37, -6.93], [7.47, -28.57, -6.60], [2.70, -22.68, -3.23], [1.94, -24.25, -3.10], [0.68, -24.19, -2.25], [1.41, -24.39, -4.78], [2.11, -21.88, -3.72], [3.67, -22.80, -3.67], [2.87, -22.25, -2.24], [1.07, -25.43, -4.97], [2.30, -24.23, -5.32], [0.62, -23.61, -4.91], [5.40, -32.13, -4.76], [4.67, -33.50, -5.53], [4.38, -33.07, -6.92], [6.10, -34.48, -5.66], [4.70, -31.36, -4.49], [6.15, -31.63, -5.46], [5.88, -32.45, -3.84], [6.90, -34.09, -6.27], [6.00, -35.51, -5.99], [6.43, -34.57, -4.62], [-3.19, -29.71, -9.55], [-1.82, -30.60, -8.93], [-1.20, -29.83, -7.81], [-2.70, -31.90, -8.24], [-2.72, -28.74, -9.78], [-3.94, -29.63, -8.73], [-3.52, -30.23, -10.47], [-3.43, -31.56, -7.48], [-1.94, -32.53, -7.77], [-3.12, -32.45, -9.11]],
  "mulliken_charge": [-0.607, 1.228, -0.642, -0.239, -0.670, -0.204, -0.975, 0.307, 0.384, 0.555, 0.221, -0.363, 0.372, 0.309, 0.328, -0.379, 0.824, -0.488, 0.739, -0.183, 0.888, -0.135, 0.001, 0.115, -0.164, -0.769, -0.128, 0.092, 0.052, -0.483, -0.612, 1.150, -0.579, -0.279, -0.746, -0.316, -0.944, 0.449, 0.444, 0.456, -0.172, 0.076, 0.422, 0.253, 0.315, -0.706, 0.886, -0.078, -0.281, 0.249, -1.017, 0.204, 0.383, -0.093, -0.007, 0.320, 0.425, -0.371, 0.484, -0.387, -0.637, 1.127, -0.663, -0.188, -0.569, 0.341, -0.713, 0.438, 0.239, -0.408, 0.563, -0.396, 0.430, 0.223, 0.184, -0.296, 0.733, -0.487, -0.098, 0.367, -1.340, -0.741, 0.395, -0.057, 0.411, 0.192, 0.337, -0.178, 0.404, 0.447, -0.611, 0.933, -0.418, -0.066, 0.462, -0.605, -1.110, -0.589, 0.788, 0.010, -0.037, 0.411, 0.364, 0.292, 0.420, -0.767, 1.289, -0.112, -0.529, 1.592, -1.394, -0.760, -0.508, -0.234, 0.143, 0.398, 0.362, -0.176, 0.409, 0.508, -0.639, 1.142, -0.545, -0.197, -0.853, 0.583, -1.088, 0.448, 0.336, -0.158, -0.337, 0.120, 0.377, 0.368, 0.311, -0.588, 1.271, -0.582, -0.125, -0.511, -0.281, -1.143, 0.475, 0.315, -0.018, 0.525, -0.385, 0.315, 0.358, 0.435, -0.933, 0.752, -0.780, -0.384, 0.437, 0.358, 0.090, -0.221, 0.754, -0.058, -0.825, 0.391, -0.465, -0.845, 0.242, 0.424, 0.187, 0.256, 0.095, 0.464, 1.637, 0.171, -0.582, -0.314, -0.506, -0.556, -0.406, 0.475, 0.231, -0.346, -1.118, 0.656, -0.681, 0.591, 0.295, 0.323, 0.441, -0.955, -0.118, 0.573, -0.322, 0.766, -0.559, -1.360, -0.547, -0.086, 0.760, 0.365, 0.388, 0.425, -0.571, 0.511, -0.513, -0.811, -0.152, 0.320, 0.442, 0.332, 0.083, 0.411],
  "homo_lumo_gap_ev": 7.8,
  "e_homo_ha": -0.29284,
  "energy_ha": -10749.12688
}

| no. | molecular weight (g mol⁻¹) |
| --- | --- |
| 1 | 129.1 |
| 2 | 85.1 |
| 3 | 812.8 |
| 4 | 1710.4 |